1.
The following is a quantum chemistry calculation of a structure of composition C32H39BKN9O5 at a distorted geometry, from OMol25.

The value obtained for the energy relative to the best compared isomer or geometry (same formula, charge and spin) is 134.93 kcal/mol. As for the calculated total energy: -2736.66631 hartree. For the largest force on an atom, the calculation gives 2.26 eV/Å. Its charge is -2.

Positions of all 87 atoms, in Å:
K1 0.201 -0.133 -0.042
O1 3.020 1.567 2.868
C1 2.478 2.601 3.524
C2 3.327 3.399 4.296
C3 2.825 4.464 5.021
C4 1.464 4.751 4.992
C5 0.624 3.966 4.215
C6 1.101 2.895 3.464
C7 0.190 2.081 2.558
O2 0.684 1.044 2.015
N1 -1.002 2.619 2.483
N2 -2.060 0.627 1.346
C8 -3.232 0.127 0.660
C9 -3.206 -0.808 -0.367
C10 -4.467 -1.321 -0.852
C11 -4.498 -2.232 -1.865
C12 -3.296 -2.692 -2.440
C13 -2.127 -2.173 -1.912
N3 -2.042 -1.280 -0.929
H1 2.236 1.096 2.458
H2 4.383 3.155 4.311
H3 3.500 5.071 5.615
H4 1.062 5.581 5.561
H5 -0.437 4.176 4.160
H6 -4.169 0.229 1.203
H7 -5.383 -0.957 -0.398
H8 -5.452 -2.603 -2.228
H9 -3.278 -3.414 -3.245
H10 -1.169 -2.508 -2.312
C14 -2.324 -0.500 4.842
C15 -2.448 0.334 3.607
C16 -3.296 1.523 3.566
C17 -3.220 2.364 2.544
C18 -4.130 3.524 2.350
N4 -2.080 2.122 1.641
N5 -1.959 -0.123 2.518
B1 -1.966 3.047 0.169
N6 -2.517 2.382 -1.093
N7 -1.716 1.590 -1.856
C19 -2.398 1.300 -2.944
C20 -1.792 0.437 -4.005
C21 -3.668 1.915 -2.915
C22 -3.703 2.600 -1.725
C23 -4.830 3.414 -1.183
N8 -0.501 3.429 -0.006
N9 0.438 2.544 -0.444
C24 1.604 3.153 -0.329
C25 2.877 2.454 -0.694
C26 1.434 4.456 0.205
C27 0.082 4.580 0.413
C28 -0.674 5.704 1.041
H11 -3.299 -0.899 5.141
H12 -1.648 -1.330 4.644
H13 -1.933 0.090 5.674
H14 -4.054 1.664 4.328
H15 -4.844 3.541 3.174
H16 -3.579 4.467 2.332
H17 -4.680 3.445 1.415
H18 -2.598 4.037 0.410
H19 -0.742 0.257 -3.767
H20 -2.299 -0.529 -4.063
H21 -1.856 0.917 -4.985
H22 -4.458 1.865 -3.651
H23 -5.468 3.736 -2.007
H24 -5.444 2.826 -0.494
H25 -4.475 4.301 -0.658
H26 2.676 1.461 -1.100
H27 3.443 3.031 -1.431
H28 3.509 2.329 0.190
H29 2.191 5.188 0.444
H30 0.022 6.502 1.300
H31 -1.439 6.109 0.374
H32 -1.168 5.364 1.957
C29 3.763 -1.898 1.635
C30 2.525 -2.466 0.948
C31 2.435 -3.968 1.125
O3 1.345 -1.920 1.554
C32 2.637 -2.078 -0.571
O4 3.219 -2.885 -1.317
O5 2.162 -0.944 -0.859
H33 3.725 -2.102 2.709
H34 3.813 -0.816 1.487
H35 4.664 -2.345 1.209
H36 2.585 -4.240 2.175
H37 3.183 -4.446 0.497
H38 1.446 -4.312 0.813
H39 1.417 -0.957 1.535

Results of the Löwdin charge analysis, in e, for atoms 1 through 5:
1 K 0.817
2 O 0.041
3 C -0.273
4 C -0.033
5 C -0.122


2.
The following is a quantum chemistry calculation of a structure of composition C32H39Br39F9I2NO3 at a distorted geometry, from OMol25.

As for the calculated total energy: -103403.72326 hartree. For the largest force on an atom, the calculation gives 3.33 eV/Å.

Positions of all 125 atoms, in Å:
C1 -4.772 1.768 1.853
C2 -3.825 2.499 0.884
C3 -2.707 1.596 0.289
O1 -2.367 0.490 1.103
C4 -0.998 0.494 1.533
C5 -0.902 -0.320 2.818
C6 -1.754 0.190 4.016
C7 -1.883 1.731 4.096
C8 -0.641 2.383 4.774
I1 -1.355 4.211 5.727
C9 0.572 -0.265 3.339
O2 1.350 0.601 3.229
N1 0.912 -1.486 3.967
C10 -0.191 -2.456 3.854
O3 -0.759 -2.459 5.151
C11 -1.525 -3.626 5.447
C12 -1.521 -3.774 6.993
C13 -0.983 -1.856 2.686
I2 -3.036 -2.581 2.424
C14 -0.341 -2.307 1.335
C15 -0.155 -3.835 1.198
C16 1.310 -4.133 0.875
F1 2.152 -3.418 1.640
F2 1.502 -3.687 -0.385
C17 1.650 -5.657 0.864
F3 0.722 -6.383 1.469
F4 1.609 -6.047 -0.412
C18 3.062 -6.015 1.363
F5 3.321 -7.289 1.086
F6 3.965 -5.327 0.702
C19 3.287 -5.834 2.905
F7 3.851 -6.862 3.451
F8 4.145 -4.838 3.066
F9 2.202 -5.495 3.558
H1 -5.418 1.074 1.302
H2 -5.460 2.464 2.343
H3 -4.211 1.222 2.610
H4 -4.452 2.904 0.078
H5 -3.382 3.361 1.397
H6 -3.088 1.259 -0.684
H7 -1.860 2.253 0.059
H8 -0.718 1.533 1.758
H9 -0.303 0.165 0.751
H10 -1.327 -0.132 4.971
H11 -2.769 -0.218 3.996
H12 -2.712 1.930 4.782
H13 -2.146 2.215 3.159
H14 -0.330 1.724 5.582
H15 0.146 2.623 4.068
H16 1.739 -1.828 3.490
H17 0.255 -3.451 3.754
H18 -2.566 -3.432 5.182
H19 -1.137 -4.535 4.973
H20 -0.855 -4.563 7.342
H21 -2.552 -3.901 7.329
H22 -1.162 -2.847 7.449
H23 -1.063 -2.015 0.568
H24 0.558 -1.720 1.138
H25 -0.725 -4.176 0.332
H26 -0.479 -4.400 2.070
C20 -6.172 0.921 -1.439
Br1 -5.372 2.658 -1.683
Br2 -6.548 0.052 -3.120
Br3 -5.096 -0.183 -0.282
H27 -7.120 1.074 -0.941
C21 2.856 1.321 0.373
Br4 4.707 1.256 -0.158
Br5 2.070 3.049 0.033
Br6 1.831 -0.098 -0.445
H28 2.820 1.162 1.443
C22 -4.631 6.425 -3.733
Br7 -4.150 5.941 -1.928
Br8 -4.530 4.915 -4.927
Br9 -6.358 7.280 -3.804
H29 -3.904 7.149 -4.072
C23 -8.038 3.017 3.128
Br10 -7.141 4.674 2.713
Br11 -8.579 2.081 1.532
Br12 -6.973 1.899 4.284
H30 -8.940 3.269 3.669
C24 -10.703 -1.181 2.993
Br13 -10.593 0.450 4.019
Br14 -12.225 -1.188 1.810
Br15 -9.058 -1.520 2.047
H31 -10.841 -1.991 3.695
C25 -0.152 7.953 7.454
Br16 -1.485 6.780 8.212
Br17 1.390 6.984 6.822
Br18 -0.898 9.084 6.081
H32 0.187 8.601 8.249
C26 -8.771 -4.772 -0.475
Br19 -7.427 -3.399 -0.315
Br20 -10.386 -4.093 -1.279
Br21 -8.100 -6.321 -1.408
H33 -9.023 -5.089 0.527
C27 6.655 1.949 -4.007
Br22 7.499 1.847 -2.272
Br23 7.951 1.968 -5.437
Br24 5.340 0.561 -4.241
H34 6.127 2.891 -4.054
C28 4.467 -2.674 -6.950
Br25 3.186 -2.710 -5.507
Br26 4.080 -4.005 -8.290
Br27 4.624 -0.912 -7.717
H35 5.430 -2.924 -6.524
C29 12.556 2.146 -4.997
Br28 11.283 2.105 -3.551
Br29 12.156 0.812 -6.336
Br30 12.706 3.907 -5.767
H36 13.521 1.898 -4.580
C30 5.366 5.037 -7.115
Br31 4.833 3.328 -7.840
Br32 4.307 6.481 -7.826
Br33 5.345 5.020 -5.185
H37 6.389 5.209 -7.420
C31 10.401 -3.046 -6.219
Br34 10.878 -3.327 -4.373
Br35 10.743 -4.610 -7.295
Br36 8.580 -2.438 -6.400
H38 11.037 -2.256 -6.594
C32 4.433 1.686 -11.760
Br37 3.101 0.454 -11.106
Br38 6.043 0.774 -12.302
Br39 3.738 2.809 -13.166
H39 4.698 2.336 -10.937

Results of the Löwdin charge analysis, in e, for atoms 1 through 5:
1 C -0.225
2 C -0.288
3 C -0.282
4 O -0.201
5 C -0.161


3.
The following is a quantum chemistry calculation of a structure of composition C32H39MgN2O4P3S2 at a distorted geometry, from OMol25.

The value obtained for the energy relative to the best compared isomer or geometry (same formula, charge and spin) is 17.21 kcal/mol. As for the calculated total energy: -3674.01889 hartree. For the largest force on an atom, the calculation gives 1.05 eV/Å.

Positions of all 83 atoms, in Å:
Mg1 0.350 -1.045 0.323
S1 -1.870 -0.401 -0.983
P1 -1.206 1.211 0.036
C1 0.411 1.171 0.568
P2 1.611 1.240 -0.665
S2 2.392 -0.575 -1.133
C2 2.996 2.268 -0.033
C3 2.826 3.042 1.109
C4 3.875 3.825 1.591
C5 5.094 3.836 0.930
C6 5.268 3.066 -0.216
C7 4.226 2.284 -0.692
C8 1.211 2.069 -2.245
C9 1.297 3.455 -2.370
C10 0.960 4.070 -3.568
C11 0.529 3.308 -4.646
C12 0.425 1.929 -4.522
C13 0.763 1.311 -3.325
C14 -2.223 1.329 1.570
C15 -1.646 1.695 2.780
C16 -2.426 1.807 3.930
C17 -3.789 1.552 3.876
C18 -4.375 1.195 2.666
C19 -3.597 1.085 1.523
C20 -1.745 2.752 -0.800
C21 -1.458 3.962 -0.164
C22 -1.846 5.166 -0.733
C23 -2.513 5.171 -1.953
C24 -2.788 3.974 -2.596
C25 -2.407 2.764 -2.021
H1 1.863 3.015 1.606
H2 3.736 4.430 2.481
H3 5.909 4.445 1.304
H4 6.220 3.073 -0.733
H5 4.359 1.670 -1.576
H6 1.631 4.052 -1.530
H7 1.032 5.149 -3.659
H8 0.269 3.791 -5.581
H9 0.083 1.332 -5.361
H10 0.692 0.237 -3.223
H11 -0.581 1.900 2.793
H12 -1.972 2.110 4.869
H13 -4.396 1.641 4.770
H14 -5.441 0.999 2.619
H15 -4.046 0.792 0.581
H16 -0.928 3.948 0.783
H17 -1.626 6.101 -0.230
H18 -2.810 6.112 -2.404
H19 -3.299 3.979 -3.553
H20 -2.617 1.824 -2.517
C26 2.123 -6.168 -1.493
C27 1.945 -5.675 -0.074
O1 0.566 -5.311 0.182
P3 0.170 -3.744 0.067
O2 -0.445 -3.508 -1.391
C28 -1.616 -4.169 -1.927
C29 -1.253 -4.849 -3.226
O3 -1.206 -3.716 0.934
C30 -1.254 -4.122 2.314
C31 -1.787 -5.532 2.470
H21 3.160 -6.473 -1.649
H22 1.884 -5.377 -2.207
H23 1.474 -7.023 -1.686
H24 2.598 -4.818 0.115
H25 2.194 -6.451 0.645
H26 -2.358 -3.390 -2.081
H27 -2.007 -4.876 -1.198
H28 -0.735 -4.151 -3.886
H29 -2.164 -5.189 -3.725
H30 -0.610 -5.714 -3.053
H31 -1.930 -3.418 2.798
H32 -0.267 -4.013 2.771
H33 -2.774 -5.611 2.010
H34 -1.879 -5.773 3.533
H35 -1.122 -6.253 1.996
N1 2.197 -0.097 3.256
C32 1.069 -0.820 3.180
N2 0.194 -0.761 4.208
O4 0.864 -1.575 2.203
H36 2.305 0.628 3.938
H37 2.716 -0.007 2.396
H38 0.241 -0.015 4.877
H39 -0.717 -1.144 4.025

Results of the Löwdin charge analysis, in e, for atoms 1 through 5:
1 Mg 0.211
2 S 0.319
3 P 0.368
4 C -0.584
5 P 0.400


no.,HOMO energy (Ha)
1,-0.0270
2,-0.3304
3,-0.2529